[1]
Here is C21H33N3O3S in the gas phase from the OMol25 dataset. Energies are from wB97M-V/def2-TZVPD.

CARTESIAN COORDINATES (ANGSTROEM)
C: 6.392 3.441 -0.288
H: 6.752 4.201 -0.977
C: 4.978 3.010 -0.655
H: 4.311 3.874 -0.618
H: 4.975 2.626 -1.677
C: 4.468 1.926 0.307
N: 3.093 1.495 0.127
C: 2.107 2.520 0.437
C: 0.894 1.924 1.157
C: 1.294 1.306 2.490
H: 1.713 2.062 3.150
H: 2.043 0.536 2.331
H: 0.435 0.857 2.981
H: 0.426 1.165 0.529
H: 0.163 2.719 1.320
H: 2.569 3.254 1.100
H: 1.771 3.050 -0.468
C: 2.814 0.827 -1.134
C: 3.549 -0.514 -1.240
N: 3.336 -1.363 -0.094
S: 2.192 -2.564 -0.186
O: 2.345 -3.351 1.002
O: 2.343 -3.182 -1.469
C: 0.586 -1.772 -0.118
C: 0.004 -1.299 -1.278
C: -1.229 -0.663 -1.241
C: -1.859 -0.537 -0.012
C: -1.279 -1.051 1.153
C: -0.047 -1.664 1.110
H: 0.428 -2.077 1.985
C: -2.195 -0.834 2.320
H: -1.701 -0.298 3.130
H: -2.540 -1.791 2.717
C: -3.351 -0.021 1.715
N: -3.086 0.057 0.280
C: -3.908 0.664 -0.629
O: -3.625 0.748 -1.805
C: -5.207 1.201 -0.063
H: -5.004 1.847 0.792
C: -6.290 0.133 0.222
H: -6.602 0.052 1.262
H: -6.022 -0.855 -0.149
C: -7.264 0.886 -0.696
H: -7.690 0.295 -1.502
H: -8.071 1.376 -0.154
C: -6.135 1.841 -1.107
H: -6.336 2.900 -0.965
H: -5.769 1.679 -2.119
H: -3.383 0.990 2.137
H: -4.317 -0.498 1.892
H: -1.690 -0.282 -2.136
H: 0.519 -1.448 -2.214
H: 3.317 -0.856 0.777
H: 3.200 -1.074 -2.109
H: 4.626 -0.351 -1.356
H: 1.739 0.641 -1.169
H: 3.075 1.446 -2.009
H: 4.552 2.297 1.333
H: 5.112 1.047 0.228
H: 6.418 3.851 0.720
H: 7.072 2.592 -0.328

Values from the calculation:
- Total energy: -1608.1654 Eh
- Net charge: 0
- Frontier orbital gap: 9.077 eV
- Largest force on an atom: 1.0 eV/A
- HOMO: -8.5 eV
- E_LUMO: 0.54 eV



[2]
Here is a molecular structure, C23H22Cl2N2OOsP at a distorted geometry from the OMol25 dataset. Energies are from wB97M-V/def2-TZVPD.

CARTESIAN COORDINATES (ANGSTROEM)
Os: 1.242 -0.747 -1.024
Cl: 3.054 0.620 -2.313
C: 3.828 -0.855 -2.901
Cl: 2.681 -2.188 -2.634
H: 4.734 -1.038 -2.318
H: 4.040 -0.762 -3.969
O: 3.659 -1.254 0.037
C: 2.583 -1.214 0.542
C: 2.148 -1.417 1.906
C: 3.024 -1.923 2.876
C: 2.533 -2.137 4.155
C: 1.206 -1.870 4.470
C: 0.341 -1.336 3.517
C: 0.816 -1.102 2.240
P: -0.092 -0.289 0.894
C: 0.389 1.466 0.983
C: 0.953 2.049 2.116
C: 1.313 3.386 2.086
C: 1.165 4.130 0.918
C: 0.597 3.556 -0.213
C: 0.216 2.228 -0.189
C: -1.842 -0.492 1.299
C: -2.369 -1.791 1.315
C: -3.633 -2.008 1.831
C: -4.382 -0.934 2.299
C: -3.861 0.356 2.266
C: -2.599 0.592 1.746
H: 4.050 -2.152 2.626
H: 3.202 -2.530 4.909
H: 0.846 -2.068 5.470
H: -0.683 -1.113 3.776
H: 1.086 1.475 3.021
H: 1.705 3.853 2.977
H: 1.493 5.158 0.894
H: 0.452 4.149 -1.105
H: -0.264 1.778 -1.055
H: -1.786 -2.619 0.935
H: -4.038 -3.009 1.871
H: -5.377 -1.101 2.687
H: -4.429 1.179 2.675
H: -2.196 1.593 1.731
C: -1.137 1.263 -5.081
N: -1.298 -0.087 -4.581
C: -2.128 -0.980 -5.351
C: -0.723 -0.412 -3.491
N: -0.168 -0.629 -2.485
H: -2.107 1.765 -5.094
H: -0.757 1.234 -6.105
H: -0.447 1.831 -4.463
H: -3.154 -0.603 -5.376
H: -2.124 -1.987 -4.940
H: -1.762 -1.012 -6.381

Values from the calculation:
- Total energy: -2425.6760 Eh
- Net charge: +3
- Frontier orbital gap (spin up / spin down): 7.490 / 5.176 eV
- Largest force on an atom: 1.7 eV/A
- HOMO (spin up / spin down): -17.5 / -17.5 eV
- ⟨S²⟩: 6.032
- E_LUMO (spin up / spin down): -10.04 / -12.36 eV
- Spin multiplicity: 5